Entry 1:
DFT (ωB97M-V/def2-TZVPD) results for a cluster of 9 separate species, C45H92BBrN2O13 in total in a non-equilibrium geometry.

Element x y z (Å)
C: -3.910 -4.122 3.184
C: -2.863 -4.083 1.966
C: -3.302 -2.918 0.904
O: -2.698 -1.648 1.120
C: -1.760 -1.183 0.139
C: -2.661 -0.519 -1.063
C: -3.222 -1.544 -2.130
O: -4.382 -2.011 -1.928
Br: -2.344 -2.143 -3.800
C: -0.768 -2.262 -0.484
C: 0.250 -1.715 -1.597
C: 0.506 -0.244 -1.977
C: 1.534 0.089 -3.116
C: 2.355 -1.002 -3.873
C: 2.127 -2.475 -3.465
C: 1.080 -2.826 -2.347
C: 0.946 -4.399 -2.014
O: -1.143 -0.024 0.728
C: 0.066 -0.241 1.456
C: 0.534 1.247 1.965
C: -0.299 2.430 1.293
C: -1.657 2.964 1.884
C: -2.455 4.151 1.257
C: -1.928 4.913 -0.020
C: -0.600 4.383 -0.634
C: 0.191 3.189 0.004
C: 1.562 2.798 -0.761
C: 0.057 -1.328 2.632
B: 1.628 -1.850 2.730
O: 2.763 -0.957 2.777
C: 1.985 -3.459 2.732
C: 2.768 -3.921 1.380
N: -0.378 -0.857 3.966
C: -0.253 -1.854 5.052
N: -0.759 -3.230 4.720
C: -1.769 -0.345 4.022
C: -1.939 0.933 5.032
O: -0.671 1.548 5.373
H: -3.450 -4.470 4.174
H: -4.391 -3.085 3.290
H: -4.746 -4.886 2.947
H: -2.985 -5.087 1.400
H: -1.766 -4.024 2.267
H: -4.439 -2.792 1.098
H: -3.225 -3.397 -0.121
H: -3.574 -0.070 -0.514
H: -2.141 0.358 -1.571
H: -0.098 -2.771 0.313
H: -1.307 -3.146 -1.001
H: -0.040 0.597 -1.442
H: 1.732 1.171 -3.457
H: 3.101 -0.763 -4.701
H: 2.709 -3.333 -3.963
H: 0.669 -5.015 -2.947
H: 0.289 -4.620 -1.110
H: 2.010 -4.755 -1.726
H: 0.945 -0.542 0.759
H: 0.463 1.376 3.093
H: 1.640 1.428 1.684
H: -2.106 2.499 2.820
H: -3.430 4.519 1.744
H: -2.524 5.804 -0.436
H: -0.217 4.954 -1.571
H: 2.101 1.914 -0.290
H: 2.234 3.736 -0.792
H: 1.259 2.600 -1.846
H: -0.532 -2.262 2.338
H: 3.445 -1.386 2.197
H: 1.075 -4.116 2.938
H: 2.730 -3.620 3.592
H: 3.817 -4.310 1.669
H: 2.966 -3.044 0.655
H: 2.193 -4.711 0.777
H: -0.943 -1.479 5.909
H: 0.793 -1.894 5.549
H: -0.588 -3.818 5.554
H: -1.786 -3.187 4.638
H: -2.218 -0.009 3.032
H: -2.497 -1.146 4.443
H: -2.736 1.667 4.662
H: -2.357 0.498 6.024
H: -0.781 2.528 5.449
C: -2.887 -2.081 8.860
C: -3.839 -2.860 7.974
O: -3.117 -3.796 7.182
H: -2.146 -1.551 8.255
H: -3.429 -1.354 9.470
H: -2.336 -2.754 9.523
H: -4.371 -2.186 7.299
H: -4.576 -3.402 8.574
H: -2.656 -4.395 7.784
C: -0.961 1.078 -7.432
C: -2.370 1.311 -6.924
O: -3.028 0.069 -6.709
H: -0.980 0.509 -8.366
H: -0.447 2.026 -7.607
H: -0.383 0.491 -6.712
H: -2.951 1.879 -7.654
H: -2.358 1.871 -5.983
H: -2.513 -0.423 -6.055
C: 7.633 -4.267 1.879
C: 6.800 -5.002 0.848
O: 6.137 -4.073 -0.001
H: 7.003 -3.608 2.482
H: 8.143 -4.970 2.542
H: 8.382 -3.636 1.392
H: 6.039 -5.614 1.337
H: 7.426 -5.655 0.233
H: 6.816 -3.540 -0.438
C: 6.259 4.640 -0.333
C: 4.856 4.876 0.191
O: 4.198 3.633 0.410
H: 6.230 4.074 -1.267
H: 6.773 5.588 -0.511
H: 6.844 4.051 0.380
H: 4.269 5.445 -0.533
H: 4.879 5.433 1.133
H: 4.718 3.139 1.058
C: 5.839 3.904 -5.549
C: 5.714 4.635 -4.227
O: 7.005 4.933 -3.706
H: 6.404 2.977 -5.422
H: 4.854 3.665 -5.957
H: 6.384 4.512 -6.278
H: 5.189 4.017 -3.496
H: 5.160 5.571 -4.349
H: 7.460 5.488 -4.353
C: -3.945 -6.660 -4.043
C: -2.471 -6.515 -3.722
O: -1.898 -5.472 -4.501
H: -4.086 -6.879 -5.105
H: -4.396 -7.463 -3.455
H: -4.480 -5.728 -3.835
H: -1.936 -7.439 -3.951
H: -2.323 -6.284 -2.661
H: -2.371 -4.655 -4.286
C: -6.331 3.294 -1.784
C: -6.060 3.717 -0.354
O: -5.354 4.952 -0.332
H: -5.394 3.188 -2.337
H: -6.868 2.342 -1.815
H: -6.926 4.050 -2.305
H: -5.448 2.970 0.156
H: -6.995 3.836 0.202
H: -5.908 5.608 -0.776
C: -0.138 9.190 -1.905
C: 0.503 7.820 -1.808
O: -0.136 6.914 -2.701
H: -1.203 9.133 -1.666
H: 0.340 9.894 -1.220
H: -0.060 9.583 -2.924
H: 0.404 7.423 -0.796
H: 1.568 7.869 -2.058
H: -0.037 7.268 -3.596

Summary:
Electronic energy   -148460.090 eV
Orbital gap   8.02 eV
Largest force on an atom   0.11451 Eh/bohr
Structure (SMILES)   CCCO[C@](CC(=O)Br)(Cc1ccccc1C)O[C@@H](Cc1ccccc1C)[C@@H](B(O)CC)N(CN)CCO.CCO.CCO.CCO.CCO.CCO.CCO.CCO.CCO
M   959.9 g/mol

Entry 2:
DFT (ωB97M-V/def2-TZVPD) results for a structure of composition C28H34F6KN5O5S2.

Element x y z (Å)
K: -1.340 -1.873 0.542
F: -4.706 -6.169 -1.400
C: -3.541 -5.620 -1.720
F: -3.673 -4.984 -2.890
F: -2.625 -6.575 -1.855
S: -3.019 -4.379 -0.455
O: -1.698 -3.932 -0.841
O: -4.019 -3.350 -0.446
N: -3.053 -5.338 0.798
S: -2.569 -4.870 2.221
O: -3.350 -5.430 3.268
O: -2.249 -3.459 2.229
C: -0.918 -5.697 2.397
F: -1.018 -7.012 2.239
F: -0.054 -5.218 1.493
F: -0.420 -5.445 3.616
C: 1.802 4.849 0.219
C: 2.354 3.873 1.256
C: 1.579 4.055 2.568
C: 3.834 4.200 1.490
C: 2.209 2.423 0.817
C: 2.779 1.394 1.569
C: 2.586 0.080 1.190
N: 1.872 -0.295 0.131
C: 1.357 0.677 -0.611
C: 1.493 2.035 -0.307
C: 0.616 0.275 -1.837
C: 0.864 0.941 -3.038
C: 0.193 0.561 -4.192
C: -0.719 -0.487 -4.061
C: -0.905 -1.084 -2.830
N: -0.257 -0.720 -1.725
C: 0.426 1.214 -5.547
C: -0.905 1.756 -6.082
C: 0.975 0.158 -6.515
C: 1.424 2.367 -5.466
H: 1.966 5.873 0.557
H: 0.729 4.721 0.071
H: 2.295 4.737 -0.748
H: 1.687 5.080 2.928
H: 1.953 3.386 3.346
H: 0.515 3.854 2.428
H: 3.947 5.253 1.749
H: 4.427 4.004 0.596
H: 4.254 3.613 2.307
H: 3.368 1.596 2.454
H: 3.035 -0.714 1.774
H: 1.015 2.758 -0.952
H: 1.605 1.727 -3.051
H: -1.284 -0.844 -4.910
H: -1.609 -1.902 -2.717
H: -1.643 0.964 -6.208
H: -0.751 2.226 -7.054
H: -1.326 2.502 -5.406
H: 0.282 -0.675 -6.635
H: 1.925 -0.244 -6.162
H: 1.138 0.601 -7.499
H: 1.084 3.154 -4.791
H: 1.544 2.812 -6.455
H: 2.409 2.035 -5.136
C: -4.178 0.076 2.430
C: -2.777 0.524 2.111
O: -2.324 0.449 0.976
N: -2.021 0.939 3.157
C: -0.589 1.124 3.033
C: 0.180 -0.033 3.627
C: 0.828 0.105 4.845
C: 1.504 -0.984 5.381
C: 1.498 -2.171 4.672
C: 0.823 -2.210 3.458
N: 0.185 -1.175 2.932
H: -4.772 0.105 1.522
H: -4.652 0.674 3.209
H: -4.128 -0.958 2.778
H: -2.428 0.865 4.076
H: -0.288 2.060 3.509
H: -0.373 1.206 1.966
H: 0.797 1.057 5.359
H: 2.016 -0.904 6.330
H: 1.998 -3.057 5.035
H: 0.810 -3.129 2.882

Summary:
Energy relative to the best compared isomer or geometry (same formula, charge and spin)   0.203 eV
Electronic energy   -101579.667 eV
Orbital gap   9.42 eV
Largest force on an atom   0.01791 Eh/bohr
M   737.8 g/mol

Entry 3:
DFT (ωB97M-V/def2-TZVPD) results for an isolated molecule of C6H12O.

Element x y z (Å)
C: 1.741 0.858 0.404
C: 0.731 -0.240 0.156
C: 1.218 -1.316 -0.798
O: -0.038 -0.848 1.198
C: -0.718 0.010 0.267
C: -1.341 1.154 1.044
C: -1.606 -0.531 -0.850
H: 2.697 0.477 0.778
H: 1.375 1.638 1.076
H: 1.938 1.325 -0.571
H: 1.327 -0.972 -1.832
H: 0.528 -2.163 -0.769
H: 2.193 -1.680 -0.453
H: -1.765 1.942 0.414
H: -2.163 0.710 1.622
H: -0.645 1.590 1.765
H: -1.750 -1.611 -0.799
H: -1.137 -0.300 -1.814
H: -2.585 -0.044 -0.838

Summary:
Energy relative to the best compared isomer or geometry (same formula, charge and spin)   1.135 eV
Electronic energy   -8463.219 eV
Orbital gap   10.81 eV
Largest force on an atom   0.00598 Eh/bohr
Structure (SMILES)   CC1(C)OC1(C)C
M   100.2 g/mol

Entry 4:
DFT (ωB97M-V/def2-TZVPD) results for a structure of composition C28H45BrCrN2P2 in a non-equilibrium geometry.

Element x y z (Å)
N: -4.452 -5.633 -3.593
C: -3.296 -6.122 -3.157
C: -2.250 -5.302 -2.708
C: -2.433 -3.887 -2.628
C: -3.679 -3.408 -3.141
C: -4.640 -4.322 -3.593
C: -1.451 -3.020 -1.959
Cr: -0.101 -0.576 -0.090
P: 0.523 2.436 3.329
C: -1.772 -1.887 -1.198
C: -1.672 -1.952 0.281
C: -2.189 -0.852 1.060
C: -2.169 -0.943 2.466
C: -1.345 -1.884 3.100
C: -0.619 -2.799 2.313
C: -0.690 -2.792 0.916
Br: -0.795 -1.668 4.854
H: -0.402 -3.384 -2.012
H: -2.421 -1.105 -1.641
H: -1.327 -5.774 -2.368
H: -3.908 -2.351 -3.210
H: -3.197 -7.214 -3.176
H: -5.605 -3.978 -3.979
H: -2.925 -0.167 0.620
H: -0.168 -3.573 0.344
H: -2.722 -0.224 3.072
H: 0.092 -3.444 2.823
P: 0.335 1.467 -1.684
C: -0.040 1.266 4.609
C: -0.642 1.869 5.855
H: 0.815 0.628 4.860
H: -0.763 0.627 4.092
H: -0.914 1.076 6.558
H: 0.075 2.525 6.356
H: -1.536 2.456 5.630
C: -0.964 2.564 2.265
C: -1.674 3.891 2.572
H: -1.604 1.693 2.474
H: -0.661 2.509 1.207
H: -2.552 4.018 1.928
H: -1.999 3.926 3.620
H: -1.013 4.755 2.413
C: 1.878 1.515 2.555
C: 3.221 2.239 2.751
H: 1.618 1.372 1.495
H: 1.901 0.525 3.041
H: 3.822 2.192 1.836
H: 3.099 3.301 3.009
H: 3.805 1.780 3.560
C: 2.059 2.167 -1.814
C: 2.507 2.877 -3.109
H: 2.728 1.328 -1.579
H: 2.132 2.871 -0.973
H: 2.800 2.164 -3.893
H: 1.746 3.551 -3.531
H: 3.398 3.491 -2.899
C: -0.634 3.036 -1.633
C: -2.160 2.925 -1.554
H: -0.328 3.602 -2.530
H: -0.238 3.602 -0.772
H: -2.564 2.451 -2.459
H: -2.490 2.346 -0.677
H: -2.598 3.933 -1.458
C: 0.147 0.918 -3.428
C: 1.007 -0.315 -3.719
H: 0.416 1.763 -4.085
H: -0.921 0.710 -3.613
H: 0.380 -1.216 -3.747
H: 1.523 -0.220 -4.683
H: 1.774 -0.503 -2.953
C: 4.978 -1.471 0.413
C: 4.335 -1.725 -0.955
C: 2.925 -1.355 -0.905
N: 1.842 -1.194 -0.472
H: 5.012 -0.395 0.603
H: 5.988 -1.872 0.470
H: 4.374 -1.935 1.197
H: 4.833 -1.115 -1.731
H: 4.438 -2.789 -1.242

Summary:
Charge   +2
Energy relative to the best compared isomer or geometry (same formula, charge and spin)   0.126 eV
2S+1   5
Electronic energy   -149769.838 eV
⟨S²⟩   6.27
Orbital gap (alpha / beta)   4.66 / 5.47 eV
Largest force on an atom   0.07420 Eh/bohr
M   603.5 g/mol

Entry 5:
DFT (ωB97M-V/def2-TZVPD) results for a structure of composition C26H45F5IrP2 in a non-equilibrium geometry.

Element x y z (Å)
Ir: -0.160 0.437 -0.306
C: 1.685 -1.481 1.185
C: 1.601 -2.469 0.181
C: 1.612 -0.385 -0.929
C: 1.682 -0.146 0.574
C: 1.554 -1.857 -1.075
C: 1.874 -1.714 2.631
H: 1.180 -2.467 3.033
H: 1.721 -0.777 3.186
H: 2.894 -2.072 2.849
C: 2.603 0.888 1.134
H: 2.405 1.086 2.187
H: 2.539 1.830 0.593
H: 3.637 0.525 1.057
C: 2.559 0.352 -1.830
H: 3.554 -0.106 -1.734
H: 2.656 1.399 -1.568
H: 2.251 0.293 -2.879
C: 1.714 -2.541 -2.369
H: 2.561 -3.241 -2.332
H: 1.880 -1.807 -3.169
H: 0.818 -3.116 -2.628
C: 1.646 -3.939 0.422
H: 2.683 -4.302 0.529
H: 1.203 -4.503 -0.410
H: 1.120 -4.223 1.343
C: -2.418 -1.204 0.418
C: -1.474 -2.038 0.860
C: -1.718 -3.516 1.024
C: -1.617 -4.354 -0.296
C: -1.505 -3.528 -1.548
C: -2.471 -2.683 -1.951
C: -3.803 -2.561 -1.255
C: -3.789 -1.734 0.067
H: -2.722 -3.688 1.454
H: -2.499 -5.028 -0.323
H: -0.996 -3.917 1.758
H: -4.168 -2.390 0.880
H: -2.251 -0.113 0.338
H: -0.489 -1.674 1.178
H: -4.512 -0.906 -0.011
H: -4.504 -2.076 -1.954
H: -2.438 -2.223 -2.939
H: -4.207 -3.565 -1.029
H: -0.729 -5.003 -0.229
H: -0.696 -3.841 -2.222
P: -0.926 1.056 2.225
C: 0.227 1.894 3.371
H: -0.311 2.218 4.276
H: 0.668 2.766 2.878
H: 1.025 1.203 3.663
C: -2.358 2.201 2.132
H: -2.544 2.663 3.114
H: -3.245 1.637 1.810
H: -2.144 2.982 1.390
C: -1.549 -0.237 3.364
H: -2.421 -0.728 2.919
H: -1.825 0.196 4.337
H: -0.768 -0.994 3.513
P: -1.498 1.086 -2.154
C: -0.945 -0.297 -3.216
H: -1.802 -0.627 -3.829
H: -0.605 -1.125 -2.555
H: -0.100 -0.003 -3.861
C: -3.266 1.064 -1.703
H: -3.647 0.040 -1.655
H: -3.817 1.644 -2.457
H: -3.407 1.546 -0.727
C: -1.446 2.496 -3.303
H: -2.216 2.345 -4.072
H: -0.468 2.546 -3.786
H: -1.640 3.439 -2.777
F: 0.617 3.145 0.858
C: 0.139 2.641 -0.346
F: -1.112 3.277 -0.503
C: 1.139 3.331 -1.366
F: 0.804 4.629 -1.532
F: 2.411 3.342 -0.868
F: 1.245 2.801 -2.620

Summary:
Charge   +2
Energy relative to the best compared isomer or geometry (same formula, charge and spin)   0.000 eV
2S+1   6
Electronic energy   -62674.430 eV
⟨S²⟩   8.77
Orbital gap (alpha / beta)   8.11 / 5.19 eV
Largest force on an atom   0.06695 Eh/bohr
M   706.8 g/mol

Entry 6:
DFT (ωB97M-V/def2-TZVPD) results for a structure of composition C2H2F2GaLiO in a non-equilibrium geometry.

Element x y z (Å)
F: 2.167 -1.851 1.466
O: 4.601 -0.387 -0.384
Ga: 3.317 -1.476 0.396
Li: 1.150 -1.833 2.875
C: 5.953 -0.145 -0.271
C: 6.861 -0.874 -0.880
H: 7.888 -0.505 -0.744
F: 6.091 0.701 0.728
H: 6.598 -1.497 -1.732

Summary:
Charge   +3
Energy relative to the best compared isomer or geometry (same formula, charge and spin)   0.269 eV
2S+1   2
Electronic energy   -62132.472 eV
⟨S²⟩   0.75
Orbital gap (alpha / beta)   7.86 / 9.32 eV
Largest force on an atom   0.17030 Eh/bohr
M   156.7 g/mol

Entry 7:
DFT (ωB97M-V/def2-TZVPD) results for an isolated molecule of C21H26N2O4S in a non-equilibrium geometry.

Element x y z (Å)
C: 5.841 -0.820 2.220
C: 4.663 -1.311 1.439
C: 4.446 -0.864 0.139
C: 3.347 -1.295 -0.582
C: 2.458 -2.177 0.002
C: 2.657 -2.641 1.287
C: 3.758 -2.205 2.002
H: 3.918 -2.562 3.009
H: 1.955 -3.340 1.714
S: 1.049 -2.773 -0.928
O: 1.226 -4.177 -1.158
O: 0.841 -1.932 -2.069
N: -0.238 -2.628 0.147
C: -0.684 -1.380 0.573
C: -1.815 -1.250 1.383
C: -2.247 -0.008 1.800
C: -1.565 1.148 1.430
C: -0.430 1.028 0.638
C: -0.003 -0.218 0.215
H: 0.858 -0.275 -0.425
H: 0.135 1.893 0.334
O: -2.103 2.327 1.873
C: -1.461 3.536 1.536
H: -0.462 3.588 1.989
C: -1.270 3.836 0.042
O: -0.201 4.292 -0.332
N: -2.296 3.618 -0.796
C: -3.624 3.155 -0.464
H: -3.749 3.090 0.614
C: -3.889 1.795 -1.115
C: -3.684 1.889 -2.624
C: -2.285 2.422 -2.919
C: -2.085 3.767 -2.224
H: -1.072 4.142 -2.373
H: -2.800 4.502 -2.612
H: -2.140 2.544 -3.993
H: -1.540 1.713 -2.552
H: -3.815 0.906 -3.080
H: -4.430 2.563 -3.054
H: -4.908 1.480 -0.885
H: -3.201 1.057 -0.699
H: -4.341 3.889 -0.855
H: -2.081 4.322 1.980
H: -3.127 0.086 2.416
H: -2.376 -2.117 1.689
C: -0.861 -3.834 0.633
H: -0.306 -4.665 0.205
H: -0.817 -3.886 1.724
H: -1.902 -3.903 0.306
H: 3.162 -0.959 -1.590
H: 5.144 -0.174 -0.311
H: 6.708 -0.694 1.576
H: 6.092 -1.507 3.023
H: 5.611 0.150 2.663

Summary:
Energy relative to the best compared isomer or geometry (same formula, charge and spin)   0.830 eV
Electronic energy   -44204.333 eV
Orbital gap   8.59 eV
Largest force on an atom   0.02447 Eh/bohr
Structure (SMILES)   Cc1ccc(S(=O)(=O)N(C)c2ccc(OCC(=O)N3CCCCC3)cc2)cc1
M   402.5 g/mol

Entry 8:
DFT (ωB97M-V/def2-TZVPD) results for a cluster of 2 separate species, C5H8O in total.

Element x y z (Å)
C: 1.909 -2.243 0.932
C: 1.971 -1.192 1.495
C: -0.329 0.575 -0.694
C: 0.369 1.365 0.109
C: -1.737 0.156 -0.432
O: 1.659 1.754 -0.074
H: 1.861 -3.162 0.425
H: 2.048 -0.278 2.002
H: 0.142 0.169 -1.579
H: -0.045 1.803 1.004
H: -2.254 -0.049 -1.368
H: -2.279 0.926 0.112
H: -1.764 -0.755 0.173
H: 2.003 1.349 -0.882

Summary:
Energy relative to the best compared isomer or geometry (same formula, charge and spin)   3.155 eV
Electronic energy   -7359.100 eV
Orbital gap   9.65 eV
Largest force on an atom   0.01289 Eh/bohr
Structure (SMILES)   C/C=C/O.C#C
M   84.1 g/mol